Record 1
Density functional theory data (ωB97M-V/def2-TZVPD) for a molecular structure, C5H11BiCaClNO at a distorted geometry.

Properties
E_LUMO (spin up / spin down): 0.201 / 0.207 hartree
E_tot: -1679.39993 a.u.
Net charge: -2
HOMO (spin up / spin down): -0.681 / 0.941 eV

Positions of all 21 atoms, in Å:
Bi 1.1232 1.4922 0.8816
Cl 2.8067 1.4427 2.6972
C -0.5879 2.9402 1.4618
C 1.3656 2.9078 -0.9300
H -0.6331 3.7528 0.7275
H -1.4978 2.3233 1.4483
H -0.3981 3.3262 2.4722
H 0.6082 3.6960 -0.8794
H 1.2152 2.2402 -1.7874
H 2.3803 3.3190 -0.9316
Ca -0.4986 -1.4875 0.0405
C 1.1964 -2.5304 -1.1804
C -2.4279 -0.8662 -1.2829
H 0.7880 -2.3660 -2.1923
H 2.2729 -2.3415 -1.1203
H 0.9189 -3.5417 -0.8049
H -2.0876 -0.6483 -2.3361
H -3.3395 -0.2478 -1.0903
O -1.0542 -5.5316 2.1595
C -1.0568 -4.4783 1.5973
N -1.0939 -3.4009 1.0499

Record 2
Density functional theory data (ωB97M-V/def2-TZVPD) for a molecular structure, C16H18BBrCa2ClFIKMgN3O8PS2 at a distorted geometry.

Properties
E_LUMO: -0.310 hartree
E_tot: -8134.96244 a.u.
Net charge: +2
HOMO: -10.085 eV

Positions of all 57 atoms, in Å:
O 2.3782 -0.9601 1.1767
P 3.8371 -1.9706 1.2581
I 5.2556 -1.4281 -0.6776
B 3.1384 -3.7908 1.1404
S 1.7693 -3.8935 2.4217
C 2.6570 -4.0020 -0.4173
C 1.6402 -5.2624 -0.6695
S 0.2403 -4.6921 -1.8351
C -0.9798 -3.5999 -0.9255
N -2.1100 -2.7078 -1.4070
N -2.6105 -2.1402 -0.2265
C -1.9418 -2.5589 1.0747
O -0.9405 -3.4971 0.5420
H 2.2416 -0.6582 0.2235
H 4.0486 -4.4998 1.3811
H 1.2794 -5.2202 2.5378
H 3.6465 -4.2452 -1.0389
H 2.2444 -2.9985 -0.8621
H 1.2337 -5.7797 0.2980
H 2.2070 -6.1125 -1.2835
H -2.1436 -2.2328 2.1875
F -0.2895 0.9869 -4.4283
C -1.3914 1.2212 -3.7034
C -1.8426 0.2538 -2.8121
C -2.9870 0.4994 -2.0534
C -3.6743 1.7065 -2.2026
C -3.2164 2.6691 -3.1035
C -2.0658 2.4278 -3.8538
H -1.3005 -0.6812 -2.7157
H -3.3435 -0.2472 -1.3481
H -4.5694 1.8959 -1.6139
H -3.7553 3.6062 -3.2209
H -1.6908 3.1686 -4.5521
K 1.2306 -6.6363 3.0920
Ca -4.7694 3.3784 -0.7285
Cl -6.1694 1.3613 -3.4914
C -0.4425 5.5147 3.0003
C -1.3650 5.1144 2.1199
C -2.2606 6.0817 1.4555
O -3.1066 5.7160 0.6512
C -2.0962 7.5079 1.8003
C -1.1737 7.9082 2.6806
C -0.2781 6.9409 3.3450
O 0.5679 7.3066 4.1494
H 0.2219 4.8182 3.4970
H -1.4975 4.0720 1.8559
H -2.7606 8.2044 1.3035
H -1.0412 8.9506 2.9446
Br -6.6694 0.6613 -1.0497
O 5.5933 -5.7484 1.6867
H 6.4679 -5.6718 2.0220
Ca -8.9694 2.1840 -1.0339
N 7.9307 -5.9141 -0.4896
O 6.8495 -6.1375 -1.0592
O 7.9431 -5.5440 0.6960
O 8.9992 -6.0608 -1.1058
Mg -0.1694 10.7359 3.3675

Record 3
Density functional theory data (ωB97M-V/def2-TZVPD) for a single C4H9NO2 molecule at a distorted geometry.

Properties
SMILES: CC[C@@H](N)C(=O)O
E_LUMO: 0.032 hartree
E_tot: -363.05154 a.u.
Net charge: 0
HOMO: -9.285 eV

Positions of all 16 atoms, in Å:
C -1.7092 1.3586 -0.2084
C -0.4244 0.6645 -0.7099
C 0.2327 -0.2900 0.2905
N -0.2434 -1.6533 0.2005
C 1.7383 -0.3427 0.0661
O 2.3478 -0.0044 -0.9072
O 2.3731 -0.8072 1.1891
H -2.5614 0.7034 -0.3591
H -1.7346 2.3725 -0.5925
H -1.6589 1.4266 0.8765
H 0.2925 1.4700 -0.8813
H -0.5308 0.1388 -1.6595
H 0.0800 0.1136 1.2982
H -0.5175 -2.0659 1.0743
H -0.8714 -1.8478 -0.5599
H 3.1872 -1.2366 0.8823

Record 4
Density functional theory data (ωB97M-V/def2-TZVPD) for a single C11H21NSi2 molecule at a distorted geometry.

Properties
SMILES: C[Si](C)(C)c1ccc([Si](C)(C)C)nc1
E_LUMO: 0.026 hartree
E_tot: -1065.52777 a.u.
Net charge: 0
HOMO: -9.352 eV

Positions of all 35 atoms, in Å:
C -0.5601 3.9635 1.5642
Si 0.9070 2.8544 1.0289
C 2.0256 2.5579 2.4820
C 1.7651 3.9557 -0.2812
C 0.3812 1.2416 0.2808
C 1.2363 0.1481 0.3689
C 0.7924 -1.0778 -0.0482
C -0.4467 -1.1471 -0.5595
Si -1.0046 -2.9044 -1.0315
C -0.8048 -4.1615 0.3547
C -0.0105 -3.5458 -2.5392
C -2.8274 -2.8604 -1.4741
N -1.2790 -0.1169 -0.7454
C -0.8447 1.0566 -0.2760
H -1.4265 3.3624 1.8567
H -0.8785 4.5430 0.6782
H -0.2478 4.6378 2.3697
H 2.7746 1.8157 2.2051
H 2.5581 3.4711 2.7500
H 1.4827 2.1978 3.3606
H 2.7821 3.6522 -0.5671
H 1.7520 4.9880 0.0833
H 1.1498 3.8980 -1.1642
H 2.2211 0.2321 0.8096
H 1.4001 -1.9700 0.0680
H -1.7849 -4.5986 0.6075
H -0.1609 -4.9741 -0.0004
H -0.3769 -3.7045 1.2397
H 0.0362 -2.6360 -3.1536
H 0.9914 -3.8540 -2.2691
H -0.5218 -4.3098 -3.1308
H -3.0603 -2.1725 -2.2941
H -3.3059 -2.4667 -0.5626
H -3.1050 -3.9013 -1.6704
H -1.6095 1.8255 -0.3406

Record 5
Density functional theory data (ωB97M-V/def2-TZVPD) for a single C3H5N3 molecule.

Properties
SMILES: Nc1cc[nH]n1
E_LUMO: 0.042 hartree
E_tot: -281.56882 a.u.
Net charge: 0
HOMO: -8.366 eV

Positions of all 11 atoms, in Å:
N -1.9901 -0.3979 0.3351
C -0.6161 -0.2069 0.1564
C 0.1087 1.0186 0.1088
C 1.3934 0.6348 -0.1738
N 1.4054 -0.7135 -0.2283
N 0.1820 -1.2500 -0.0091
H -2.5474 0.2921 -0.1519
H -2.2584 -1.3277 0.0310
H -0.1624 2.0092 0.4342
H 2.2659 1.2349 -0.3893
H 2.2189 -1.2935 -0.1130

Record 6
Density functional theory data (ωB97M-V/def2-TZVPD) for a molecular structure, C23H40F6LaN10O2Sb at a distorted geometry.

Properties
Expectation value of S²: 0.7576
2S+1: 2
E_LUMO (spin up / spin down): -0.293 / -0.330 hartree
E_tot: -2468.93934 a.u.
Net charge: +3
HOMO (spin up / spin down): -16.574 / -16.958 eV

Positions of all 83 atoms, in Å:
La -1.9897 -0.4942 0.5887
C -5.0196 2.7141 2.1687
C -3.9120 2.0966 1.3866
N -2.8457 1.5984 1.8856
C -2.5606 1.6674 3.3147
C -1.0914 1.2751 3.5929
N -0.2889 1.1870 2.3516
C 1.0805 0.6958 2.5791
C 1.1939 -0.8133 2.3439
N 0.3257 -1.2911 1.2353
C 0.8637 -1.9251 0.0223
C 0.3559 -0.5911 -2.2190
N -0.8154 0.1216 -1.7125
C -1.6295 0.6300 -2.5686
C -1.4615 0.5080 -4.0488
C -2.8045 1.4180 -2.0424
C -3.6070 2.2224 -2.8451
C -4.6283 2.9497 -2.2455
C -4.8141 2.8868 -0.8724
C -3.9497 2.0934 -0.1249
N -2.9923 1.3725 -0.7212
H -5.2339 2.1030 3.0460
H -5.9318 2.8156 1.5902
H -4.7282 3.7067 2.5217
H -3.2336 0.9995 3.8638
H -2.7661 2.6816 3.6669
H -1.0511 0.3019 4.0812
H -0.6448 1.9996 4.2811
H -0.2213 2.1279 1.9726
H 1.4260 0.9140 3.5953
H 1.7480 1.2384 1.9090
H 0.8684 -1.3466 3.2390
H 2.2346 -1.1022 2.1817
H -0.2113 -2.0566 1.6469
H -0.0979 -3.3269 -1.0144
H 1.6675 -2.6345 0.2700
H 0.0265 -1.4746 -2.7759
H 0.8947 0.0317 -2.9372
H -1.1162 -0.4895 -4.3139
H -0.7099 1.2172 -4.4057
H -2.3838 0.6990 -4.5858
H -3.4477 2.3003 -3.9088
H -5.2665 3.5811 -2.8485
H -5.5877 3.4703 -0.3980
N 1.6277 1.3652 -0.5031
C 2.3972 0.1934 -0.6900
C 3.5174 0.4895 -1.6890
C 4.7646 -0.3945 -1.6539
C 5.8430 0.1297 -0.7042
N 6.9908 -0.7747 -0.7272
C 8.1813 -0.5218 -0.1826
N 9.1590 -1.4206 -0.2706
N 8.3944 0.6182 0.4695
C 1.4083 -1.0962 -1.1935
O 2.2537 -1.8810 -1.8354
O -0.3145 -2.5972 -0.4211
H 1.4384 1.8776 -1.3535
H 0.7846 1.2589 0.0418
H 2.7854 -0.1664 0.2625
H 3.8135 1.5283 -1.5151
H 3.0961 0.4707 -2.6946
H 5.1886 -0.4147 -2.6598
H 4.5142 -1.4255 -1.4014
H 5.4661 0.2222 0.3208
H 6.1657 1.1198 -1.0450
H 6.8837 -1.6493 -1.2175
H 9.0264 -2.2952 -0.7499
H 10.0838 -1.2233 0.0756
H 7.7051 1.3494 0.4835
H 9.2987 0.8318 0.8574
F -4.3017 -0.9346 1.4539
Sb -3.8771 -2.3804 2.6851
F -2.7538 -2.8997 1.2041
F -5.3040 -3.3655 2.0031
F -3.1792 -3.6829 3.8068
F -4.7192 -1.3870 4.0248
F -2.2537 -1.2762 2.9183
C -5.3167 -3.2740 -1.9357
C -4.2659 -2.3459 -1.5693
N -3.4259 -1.6174 -1.2750
H -5.1064 -3.6819 -2.9238
H -6.2709 -2.7503 -1.9438
H -5.3425 -4.0772 -1.1982

Record 7
Density functional theory data (ωB97M-V/def2-TZVPD) for a single CH2FPS molecule at a distorted geometry.

Properties
SMILES: FPC=S
E_LUMO: -0.041 hartree
E_tot: -878.67526 a.u.
Net charge: 0
HOMO: -9.054 eV

Positions of all 6 atoms, in Å:
F 0.5767 -0.7172 1.6553
P 0.0407 0.6880 0.9580
C 0.2512 -0.0387 -0.6968
S -0.6542 0.3278 -2.0446
H -1.4166 0.4026 1.0247
H 1.2021 -0.6625 -0.8966

Record 8
Density functional theory data (ωB97M-V/def2-TZVPD) for a molecular structure, C47H39FN11O3W.

Properties
Expectation value of S²: 2.0266
2S+1: 3
E_LUMO (spin up / spin down): -0.277 / -0.307 hartree
E_tot: -2808.64392 a.u.
Net charge: +3
HOMO (spin up / spin down): -14.506 / -14.980 eV

Positions of all 102 atoms, in Å:
W -0.1935 0.1018 -0.2244
C 3.3638 0.4041 -2.8302
C 2.4126 0.7203 -1.8717
N 1.6896 -0.2369 -1.3039
C 1.8980 -1.5089 -1.6761
C 2.8485 -1.7971 -2.6389
N 3.5744 -0.8477 -3.2165
C 1.0801 -2.4983 -0.9558
C 1.1836 -3.8659 -1.0595
C 0.4158 -4.6985 -0.2421
C -0.3508 -4.0676 0.7481
C -0.4109 -2.6978 0.8066
N 0.2257 -1.9251 -0.0906
C -1.0498 -1.8918 1.8613
C -1.7638 -2.3887 2.9424
N -2.2613 -1.5980 3.8821
C -2.0274 -0.2934 3.7676
C -1.3258 0.2277 2.6963
N -0.8482 -0.5734 1.7477
C 0.4408 -6.1740 -0.3871
C -0.3302 -6.9946 0.4309
C -0.3030 -8.3669 0.2353
N 0.4265 -8.9583 -0.7074
C 1.1710 -8.1763 -1.4847
C 1.2108 -6.7945 -1.3648
H 3.9617 1.1778 -3.2941
H 2.2322 1.7386 -1.5555
H 3.0295 -2.8159 -2.9586
H 1.8801 -4.2831 -1.7690
H -0.8761 -4.6460 1.4923
H -1.9381 -3.4527 3.0485
H -2.4103 0.3522 4.5475
H -1.1334 1.2870 2.5933
H -0.9520 -6.6029 1.2237
H -0.8963 -9.0201 0.8644
H 1.7639 -8.6752 -2.2421
H 1.8466 -6.2422 -2.0420
C -3.4535 4.4732 -2.3970
C -3.0388 4.8501 -1.1253
C -2.0814 4.1107 -0.4545
C -1.5291 2.9816 -1.0552
C -1.9442 2.5967 -2.3213
C -2.9020 3.3473 -2.9887
N -0.5029 2.2323 -0.3507
N 0.2077 2.9845 0.3641
C 1.1572 2.3417 1.1413
C 1.9539 3.1284 1.9778
C 2.8819 2.5052 2.7878
C 3.0021 1.1166 2.7524
C 2.2000 0.3479 1.9148
C 1.2555 0.9454 1.0910
H -4.1859 5.0662 -2.9288
H -3.4519 5.7331 -0.6546
H -1.7559 4.4054 0.5341
H -1.4831 1.7573 -2.8132
H -3.1955 3.0637 -3.9918
H 1.8304 4.2046 1.9697
H 3.5128 3.0883 3.4445
H 3.7292 0.6279 3.3889
H 2.3240 -0.7301 1.9156
F -6.6376 1.2220 1.9784
C -6.3091 0.6490 0.8048
C -4.9954 0.4670 0.5343
C -4.5824 -0.0677 -0.6976
C -3.1962 -0.2535 -1.0061
O -2.2989 0.1008 -0.1578
C -2.8914 -0.8494 -2.2424
C -3.8935 -1.1556 -3.1205
N -5.1873 -0.9227 -2.8679
C -6.1837 -1.1055 -3.9185
C -6.0238 -2.1862 -4.9351
C -7.1006 -2.2936 -3.8972
C -5.5690 -0.3957 -1.6395
C -6.9255 -0.2037 -1.3382
C -7.3405 0.3039 -0.1126
N -8.6828 0.4753 0.1648
C -9.2371 0.7413 1.4904
C -10.5142 -0.0512 1.7165
N -11.5439 0.2279 0.6295
C -10.9692 1.0238 -0.5112
C -9.6402 0.4315 -0.9335
C -1.4637 -1.1292 -2.5516
O -1.1014 -2.1597 -3.0585
O -0.6575 -0.1409 -2.1806
H -4.2599 0.7709 1.2671
H -3.6654 -1.5800 -4.0883
H -6.5905 -0.1596 -4.2526
H -5.1956 -2.8773 -4.8573
H -6.2983 -1.9366 -5.9497
H -6.9532 -3.0274 -3.1155
H -8.1293 -2.1416 -4.1962
H -7.6542 -0.4861 -2.0804
H -9.4112 1.8077 1.6542
H -8.5509 0.4143 2.2615
H -10.9512 0.2167 2.6750
H -10.3184 -1.1201 1.7087
H -12.3510 0.7173 1.0193
H -11.9019 -0.6576 0.2692
H -10.8643 2.0513 -0.1730
H -11.6782 1.0010 -1.3349
H -9.2834 1.0294 -1.7750
H -9.7860 -0.5928 -1.3012